#one
# C17H17FN2O

One molecule with the formula C17H17FN2O (wB97M-V/def2-TZVPD, the OMol25 dataset).

Output
HOMO energy   -8.57 eV
HOMO-LUMO gap   8.99 eV
LUMO level   0.417 eV
SMILES   O=C(CNc1cccc(F)c1)N1CCc2ccccc2C1

Each atom is followed by the atoms it is bonded to, with distances in Å.
CARTESIAN COORDINATES (ANGSTROEM)
1 O -0.1270 1.8567 1.0297  C2 1.202
2 C -0.1484 0.6584 1.1249  O1 1.202, C3 1.635, N12 1.391
3 C 1.3537 0.0478 1.3340  C2 1.635, N4 1.504, H22 1.147, H23 1.185
4 N 2.5344 0.9772 1.3916  C3 1.504, C5 1.583, H24 0.953
5 C 2.6268 1.8591 0.0805  N4 1.583, C6 1.357, C11 1.335
6 C 3.5309 2.8217 0.3933  C5 1.357, C7 1.454, H25 0.974
7 C 4.1481 3.4614 -0.7578  C6 1.454, C8 1.588, H26 1.145
8 C 3.7540 2.9114 -2.1950  C7 1.588, C9 1.327, H27 0.990
9 C 3.1087 1.7840 -1.9225  C8 1.327, F10 1.401, C11 1.304
10 F 2.9011 1.2364 -3.1950  C9 1.401
11 C 2.5114 1.0823 -0.9993  C5 1.335, C9 1.304, H28 0.954
12 N -1.2115 -0.1870 0.8237  C2 1.391, C13 1.429, C21 1.393
13 C -2.3421 0.5861 0.4177  N12 1.429, C14 1.653, H29 1.022, H30 1.155
14 C -2.9462 -0.3636 -0.7932  C13 1.653, C15 1.610, H31 1.201, H32 0.995
15 C -3.2378 -1.7496 -0.0283  C14 1.610, C16 1.342, C20 1.373
16 C -4.3746 -2.3658 -0.3889  C15 1.342, C17 1.389, H33 0.888
17 C -4.5889 -3.6256 0.1548  C16 1.389, C18 1.713, H34 1.036
18 C -3.3714 -4.3279 1.1339  C17 1.713, C19 1.329, H35 1.076
19 C -2.3260 -3.5421 1.3697  C18 1.329, C20 1.466, H36 1.059
20 C -2.3215 -2.1499 0.9120  C15 1.373, C19 1.466, C21 1.460
21 C -0.9979 -1.5468 1.0354  N12 1.393, C20 1.460, H37 1.132, H38 1.102
22 H 1.1372 -0.2060 2.4317  C3 1.147
23 H 1.7372 -0.9070 0.7465  C3 1.185
24 H 2.2880 1.6515 2.0182  N4 0.953
25 H 3.6172 3.3601 1.2005  C6 0.974
26 H 4.5141 4.5439 -0.6901  C7 1.145
27 H 4.1823 3.3517 -2.9708  C8 0.990
28 H 2.0625 0.2435 -1.0705  C11 0.954
29 H -2.2507 1.6043 0.4205  C13 1.022
30 H -3.0150 0.3878 1.3356  C13 1.155
31 H -3.9942 0.2144 -0.8948  C14 1.201
32 H -2.1757 -0.4134 -1.4210  C14 0.995
33 H -5.0988 -2.0738 -0.8127  C16 0.888
34 H -5.3418 -4.3254 0.0229  C17 1.036
35 H -3.8205 -5.2815 1.3484  C18 1.076
36 H -1.5578 -4.0520 1.8902  C19 1.059
37 H -0.2250 -1.7994 0.2475  C21 1.132
38 H -0.3821 -1.8767 1.8879  C21 1.102

#two
# C17H17FN2O

One molecule with the formula C17H17FN2O (wB97M-V/def2-TZVPD, the OMol25 dataset).

Output
HOMO energy   -9.07 eV
HOMO-LUMO gap   9.82 eV
LUMO level   0.745 eV
SMILES   O=C(NCc1ccc(F)cc1)N1CCc2ccccc2C1

Each atom is followed by the atoms it is bonded to, with distances in Å.
CARTESIAN COORDINATES (ANGSTROEM)
1 O 2.5097 0.5615 -0.1699  C2 1.216
2 C 1.4910 1.0247 0.3067  O1 1.216, N3 1.400, N12 1.360
3 N 1.4234 1.4011 1.6538  C2 1.400, C4 1.462, H22 1.016
4 C 0.4141 0.8005 2.5244  N3 1.462, C5 1.509, H23 1.093, H24 1.090
5 C 0.5622 -0.7006 2.5672  C4 1.509, C6 1.389, C11 1.390
6 C 1.4138 -1.3011 3.4859  C5 1.389, C7 1.383, H25 1.080
7 C 1.6142 -2.6695 3.4776  C6 1.383, C8 1.382, H26 1.078
8 C 0.9550 -3.4295 2.5295  C7 1.382, F9 1.349, C10 1.383
9 F 1.1412 -4.7659 2.5154  C8 1.349
10 C 0.1062 -2.8599 1.5982  C8 1.383, C11 1.382, H27 1.078
11 C -0.0839 -1.4908 1.6238  C5 1.390, C10 1.382, H28 1.080
12 N 0.3708 1.2349 -0.4350  C2 1.360, C13 1.446, C21 1.460
13 C -0.6396 2.2113 -0.0921  N12 1.446, C14 1.532, H29 1.092, H30 1.100
14 C -0.9969 3.0661 -1.3125  C13 1.532, C15 1.497, H31 1.090, H32 1.093
15 C -1.5343 2.1493 -2.3669  C14 1.497, C16 1.385, C20 1.393
16 C -2.6977 2.3895 -3.0789  C15 1.385, C17 1.385, H33 1.081
17 C -3.1473 1.4650 -4.0062  C16 1.385, C18 1.385, H34 1.080
18 C -2.4430 0.2905 -4.2110  C17 1.385, C19 1.384, H35 1.080
19 C -1.2859 0.0402 -3.4935  C18 1.384, C20 1.386, H36 1.080
20 C -0.8248 0.9681 -2.5724  C15 1.393, C19 1.386, C21 1.496
21 C 0.4504 0.7696 -1.8167  N12 1.460, C20 1.496, H37 1.101, H38 1.094
22 H 2.3495 1.2741 2.0520  N3 1.016
23 H 0.5510 1.2314 3.5193  C4 1.093
24 H -0.5796 1.0655 2.1638  C4 1.090
25 H 1.9252 -0.6937 4.2186  C6 1.080
26 H 2.2711 -3.1470 4.1871  C7 1.078
27 H -0.3895 -3.4835 0.8713  C10 1.078
28 H -0.7407 -1.0316 0.9000  C11 1.080
29 H -0.2535 2.8394 0.7138  C13 1.092
30 H -1.5558 1.7081 0.2510  C13 1.100
31 H -1.7301 3.8236 -1.0343  C14 1.090
32 H -0.0965 3.5712 -1.6729  C14 1.093
33 H -3.2491 3.3036 -2.9105  C16 1.081
34 H -4.0508 1.6583 -4.5650  C17 1.080
35 H -2.7973 -0.4336 -4.9294  C18 1.080
36 H -0.7357 -0.8760 -3.6512  C19 1.080
37 H 1.2613 1.3097 -2.3296  C21 1.101
38 H 0.7395 -0.2854 -1.7978  C21 1.094

Of all the structures shown, which is most stable? #two, and #one is the least stable.